No. 1
C6H10 | ωB97M-V with the def2-TZVPD basis set

Properties
- relative energy (zero: lowest compared OMol25 entry of this formula, charge and spin) (eV) = 1.367

Each line ends with the Mulliken charge.
Element x y z (Å)
C: 2.6730 0.5537 -0.1616  0.040
C: 1.5903 0.7218 0.3391  -0.382
C: 0.2409 0.9303 0.8756  -0.880
C: -0.8281 0.0644 0.1752  0.593
C: -0.7450 0.1979 -1.3456  -1.417
C: -0.7268 -1.4010 0.5982  -1.408
H: 3.6309 0.4145 -0.6115  0.401
H: -0.0170 1.9912 0.7630  0.327
H: 0.2356 0.7204 1.9530  0.355
H: -1.7995 0.4534 0.5101  0.259
H: -1.5756 -0.3255 -1.8313  0.407
H: 0.1923 -0.2357 -1.7123  0.314
H: -0.7692 1.2473 -1.6616  0.336
H: -0.7239 -1.5050 1.6895  0.365
H: -1.5737 -1.9762 0.2075  0.378
H: 0.1957 -1.8514 0.2129  0.312

=====

No. 2
C6H10 | ωB97M-V with the def2-TZVPD basis set

Properties
- relative energy (zero: lowest compared OMol25 entry of this formula, charge and spin) (eV) = 1.370

Each line ends with the Mulliken charge.
Element x y z (Å)
C: 1.8544 -0.4333 -0.3610  -1.374
C: 0.5356 -0.5396 0.3856  0.358
C: -0.0957 0.6648 1.1622  -0.858
C: -1.4252 0.3739 0.4602  -0.131
C: -1.2698 0.5772 -1.0073  -0.664
C: -0.7509 -0.6900 -0.4098  -0.379
H: 2.6919 -0.4370 0.3398  0.373
H: 2.0149 -1.2663 -1.0597  0.324
H: 1.9088 0.4834 -0.9517  0.302
H: 0.5924 -1.3693 1.0986  0.291
H: -0.1311 0.5251 2.2482  0.265
H: 0.3329 1.6562 0.9582  0.284
H: -2.3861 0.3365 0.9646  0.365
H: -0.6046 1.3347 -1.4103  0.181
H: -2.1799 0.4146 -1.5796  0.251
H: -1.0867 -1.6306 -0.8371  0.411

=====

No. 3
C6H10 | ωB97M-V with the def2-TZVPD basis set

Properties
- relative energy (zero: lowest compared OMol25 entry of this formula, charge and spin) (eV) = 1.862

Each line ends with the Mulliken charge.
Element x y z (Å)
C: -1.6334 -1.7849 -0.8667  -0.636
C: -1.3033 -0.4842 -0.9725  -0.433
C: -0.1836 0.1780 -0.2826  0.905
C: 0.3338 1.4536 -0.8908  -1.198
C: 0.1805 -0.1947 0.9461  -0.321
C: 1.5286 0.1842 1.5070  -1.303
H: -1.2841 -2.3027 0.0253  0.142
H: -2.2449 -2.3340 -1.5670  0.271
H: -2.1305 0.1003 -1.3855  0.257
H: -0.5099 2.0069 -1.2999  0.361
H: 0.7890 2.1253 -0.1650  0.336
H: 1.1734 1.2902 -1.5727  0.293
H: -0.3643 -0.9883 1.4442  0.291
H: 2.2734 0.1224 0.7175  0.335
H: 1.5020 1.1228 2.0690  0.313
H: 1.8732 -0.4948 2.2937  0.387

=====

No. 4
C6H10 | ωB97M-V with the def2-TZVPD basis set

Properties
- relative energy (zero: lowest compared OMol25 entry of this formula, charge and spin) (eV) = 4.403

Each line ends with the Mulliken charge.
Element x y z (Å)
C: -0.9171 2.3019 -1.3665  -0.911
C: 0.2970 1.8608 -0.5956  -0.399
C: 0.3635 0.7260 0.1819  0.113
C: -0.3456 0.0530 1.1767  -0.468
C: -0.2330 -1.4293 1.3902  -0.054
C: 0.6173 -2.2973 0.4571  -1.178
H: -1.2906 1.4023 -1.8597  0.276
H: -1.7031 2.6780 -0.7029  0.289
H: -0.6757 3.0462 -2.1326  0.306
H: 1.3097 0.2944 -0.1865  0.170
H: 1.2669 2.2947 -0.8629  0.308
H: -1.2718 -1.8003 1.3918  0.297
H: 0.0841 -1.5860 2.4344  0.294
H: 1.6664 -1.9847 0.5023  0.299
H: 0.5679 -3.3559 0.7465  0.349
H: 0.2640 -2.2038 -0.5740  0.308

=====

No. 5
C6H10 | ωB97M-V with the def2-TZVPD basis set

Properties
- relative energy (zero: lowest compared OMol25 entry of this formula, charge and spin) (eV) = 3.262

Each line ends with the Mulliken charge.
Element x y z (Å)
C: -0.1788 -1.4081 0.5778  -0.478
C: -1.2701 -0.2846 0.5045  -0.783
C: -0.6124 0.5557 -0.5809  -0.109
C: 0.2035 1.8474 -0.8693  -0.396
C: 0.7670 0.7629 0.0399  0.147
C: 1.1865 -0.7128 0.0372  -1.029
H: -0.0670 -1.7319 1.6093  0.347
H: -0.3876 -2.2459 -0.1078  0.332
H: -1.5041 0.2510 1.4706  0.256
H: -2.1522 -0.8303 0.2406  0.303
H: -0.5016 -0.0204 -1.4314  0.172
H: 0.0047 2.8041 -0.3267  0.225
H: 0.7201 2.0504 -1.8414  0.235
H: 0.5425 1.0435 1.0810  0.122
H: 1.2107 -1.0303 -0.9780  0.281
H: 2.0385 -1.0507 0.5745  0.376

=====

No. 6
C6H10 | ωB97M-V with the def2-TZVPD basis set

Properties
- relative energy (zero: lowest compared OMol25 entry of this formula, charge and spin) (eV) = 1.379

Each line ends with the Mulliken charge.
Element x y z (Å)
C: -1.3871 1.8001 -1.6043  -0.821
C: -0.9248 0.6349 -1.1474  -0.171
C: -0.4023 0.4174 0.1966  -0.456
C: 0.5986 -0.4307 0.5033  0.926
C: 0.8239 -1.7782 -0.1149  -1.279
C: 1.0814 -0.3387 1.9537  -1.476
H: -1.3464 2.6427 -0.9287  0.280
H: -1.8405 1.8163 -2.5840  0.268
H: -0.8491 -0.1958 -1.8457  0.208
H: -0.7624 1.0264 1.0088  0.394
H: 0.1458 -2.5679 0.1817  0.289
H: 1.8383 -2.1304 0.0994  0.353
H: 0.8542 -1.7079 -1.2065  0.379
H: 2.0276 -0.8061 2.0918  0.421
H: 0.3574 -0.7359 2.6654  0.293
H: 1.2358 0.7164 2.1842  0.393

=====

No. 7
C6H10 | ωB97M-V with the def2-TZVPD basis set

Properties
- relative energy (zero: lowest compared OMol25 entry of this formula, charge and spin) (eV) = 3.353

Each line ends with the Mulliken charge.
Element x y z (Å)
C: 1.7668 0.6854 0.0770  -1.048
C: 1.3104 -0.7747 0.0850  -0.591
C: -0.0871 -1.6772 -1.6250  -0.257
C: -0.0753 -1.0077 -0.5047  0.395
C: -1.3576 -0.5768 0.1820  -0.602
C: -1.7088 0.9032 0.0044  -0.986
H: 1.7267 1.0977 -0.9364  0.316
H: 1.1478 1.3154 0.7232  0.241
H: 2.7989 0.7566 0.4367  0.354
H: 2.0338 -1.3816 -0.4735  0.368
H: 1.3063 -1.1707 1.1094  0.287
H: -1.2618 -0.8220 1.2480  0.275
H: -2.1822 -1.1884 -0.2016  0.355
H: -1.7807 1.1591 -1.0574  0.295
H: -2.6740 1.1186 0.4753  0.347
H: -0.9632 1.5630 0.4575  0.250

=====

No. 8
C6H10 | ωB97M-V with the def2-TZVPD basis set

Properties
- relative energy (zero: lowest compared OMol25 entry of this formula, charge and spin) (eV) = 1.142

Each line ends with the Mulliken charge.
Element x y z (Å)
C: -0.2862 -1.7992 1.5555  -0.751
C: -0.9009 -1.1561 0.5710  -0.421
C: -0.2842 0.0550 -0.0743  0.855
C: -1.2879 1.0906 -0.4442  -1.480
C: 1.0276 0.0771 -0.3505  -0.226
C: 1.6250 1.2637 -1.0405  -1.251
H: 0.6864 -1.5127 1.9388  0.251
H: -0.5886 -2.6929 2.0907  0.264
H: -1.8827 -1.4215 0.2084  0.334
H: -1.4963 0.9489 -1.5213  0.346
H: -0.8179 2.0728 -0.4276  0.374
H: -2.2548 1.0605 0.0380  0.371
H: 1.6840 -0.7131 -0.0264  0.377
H: 0.9664 1.7537 -1.7600  0.338
H: 2.4873 0.8974 -1.6080  0.346
H: 1.9629 2.0940 -0.4112  0.274

=====

No. 9
C6H10 | ωB97M-V with the def2-TZVPD basis set

Properties
- relative energy (zero: lowest compared OMol25 entry of this formula, charge and spin) (eV) = 2.153

Each line ends with the Mulliken charge.
Element x y z (Å)
C: -2.8581 -0.2210 -0.7293  -0.886
C: -1.7274 0.0671 -0.0561  0.019
C: -0.3950 -0.2179 -0.5677  -0.264
C: 0.7578 0.2198 0.0353  0.602
C: 0.9181 0.0398 1.5371  -1.184
C: 2.0786 0.3924 -0.7343  -1.149
H: -2.8024 -0.4782 -1.7785  0.298
H: -3.7556 -0.1642 -0.1533  0.272
H: -1.8004 0.3654 0.9990  0.108
H: -0.2860 -0.9656 -1.3944  0.296
H: 1.8085 0.5606 1.9690  0.302
H: -0.0227 0.1944 2.0761  0.324
H: 1.2078 -1.0098 1.7429  0.287
H: 2.6682 -0.5131 -0.5014  0.301
H: 1.6811 0.3623 -1.7775  0.321
H: 2.5277 1.3680 -0.6668  0.351

=====

No. 10
C6H10 | ωB97M-V with the def2-TZVPD basis set

Properties
- relative energy (zero: lowest compared OMol25 entry of this formula, charge and spin) (eV) = 3.804

Each line ends with the Mulliken charge.
Element x y z (Å)
C: -0.3231 1.7396 0.1785  -1.322
C: -0.3572 0.6503 -0.8547  -0.062
C: 0.7473 -0.7270 -1.0321  -0.536
C: 1.1518 -1.0394 0.4249  -0.491
C: -0.3409 -1.1597 0.8320  -0.754
C: -0.7277 -0.7360 -0.5919  -0.110
H: -0.0367 2.7013 -0.2587  0.390
H: 0.3615 1.5226 1.0022  0.303
H: -1.3330 1.8418 0.5933  0.296
H: -0.6915 0.9704 -1.8473  0.552
H: 0.9938 0.3309 -1.4393  0.247
H: 1.6979 -1.9889 0.5253  0.291
H: 1.7509 -0.2612 0.9080  0.253
H: -0.6888 -0.4994 1.6369  0.235
H: -0.6470 -2.1804 1.0705  0.306
H: -1.5572 -1.1648 -1.1474  0.402

=====

No. 11
C6H10 | ωB97M-V with the def2-TZVPD basis set

Properties
- relative energy (zero: lowest compared OMol25 entry of this formula, charge and spin) (eV) = 5.620

Each line ends with the Mulliken charge.
Element x y z (Å)
C: -0.1737 -1.6576 1.2495  -1.023
C: -0.6100 -0.1761 1.1027  -0.415
C: -0.4737 0.4189 -0.2248  0.696
C: -1.5355 1.1540 -0.8167  -0.854
C: 1.6316 0.9717 -1.6927  -0.806
C: 0.8766 0.2858 -0.7697  -0.117
H: 0.8832 -1.8383 1.3672  0.311
H: -0.3743 -2.2180 0.3183  0.372
H: -0.7143 -2.1656 2.0792  0.341
H: 0.8166 0.3598 2.3929  0.154
H: -1.6159 -0.0918 1.4516  0.213
H: -2.1718 1.7081 -0.1302  0.267
H: -1.6163 1.4079 -1.9031  0.305
H: 2.5708 0.6079 -1.9441  0.355
H: 1.0199 1.6841 -2.3554  0.197
H: 1.4867 -0.4508 -0.1246  0.003

=====

No. 12
C6H10 | ωB97M-V with the def2-TZVPD basis set

Properties
- relative energy (zero: lowest compared OMol25 entry of this formula, charge and spin) (eV) = 1.665

Each line ends with the Mulliken charge.
Element x y z (Å)
C: 0.1580 0.0876 3.5919  -0.034
C: 0.1352 -0.4127 2.4930  -0.553
C: -0.2670 -0.8654 1.1415  -0.473
C: 0.4789 -0.1220 0.0042  -0.592
C: -0.4497 0.0479 -1.1907  -0.367
C: 0.2143 0.7578 -2.3672  -1.267
H: -0.0403 0.4991 4.5588  0.393
H: -1.3346 -0.6636 1.0603  0.290
H: -0.1536 -1.9506 1.0068  0.318
H: 1.3804 -0.6809 -0.2828  0.315
H: 0.8254 0.8611 0.3516  0.366
H: -1.3324 0.6076 -0.8491  0.321
H: -0.8010 -0.9489 -1.4910  0.294
H: 0.5453 1.7594 -2.0644  0.325
H: -0.4844 0.8627 -3.2029  0.343
H: 1.0968 0.2030 -2.7080  0.321

=====

No. 13
C6H10 | ωB97M-V with the def2-TZVPD basis set

Properties
- relative energy (zero: lowest compared OMol25 entry of this formula, charge and spin) (eV) = 1.449

Each line ends with the Mulliken charge.
Element x y z (Å)
C: -1.2936 2.0607 -0.0032  -0.721
C: -1.3301 0.7534 0.0477  -0.208
C: -0.2197 -0.2068 -0.1414  0.730
C: -0.4995 -1.4878 -0.8612  -1.338
C: 0.9823 0.0775 0.3982  -0.211
C: 2.0827 -0.9073 0.6505  -1.033
H: -0.3908 2.5577 -0.3331  0.241
H: -2.1590 2.6607 0.2372  0.261
H: -2.2343 0.2162 0.3308  0.246
H: -0.2416 -1.3640 -1.9163  0.267
H: 0.1272 -2.3159 -0.5382  0.351
H: -1.5205 -1.8642 -0.8357  0.376
H: 1.2728 1.1247 0.4141  0.203
H: 1.8861 -1.8243 0.0814  0.258
H: 3.0905 -0.7092 0.2807  0.323
H: 2.1076 -1.2163 1.6867  0.255